Below is C30H30As2CrN2Se as an isolated structure, with properties calculated with ωB97M-V/def2-TZVPD.

- 2S+1 = 5
- E_HOMO (alpha / beta) (Eh) = -0.20260 / -0.23256
- E_tot (eV) = -250021.598
- charge = 0

Positions of all 66 atoms, in Å:
1 Cr -1.41 -0.32 -1.73
2 C 0.49 -1.03 1.53
3 C 1.46 -0.40 0.54
4 As 1.02 -0.85 -1.32
5 C 2.68 -0.28 -2.13
6 C 3.26 0.93 -1.76
7 C 4.44 1.36 -2.35
8 C 5.05 0.58 -3.32
9 C 4.48 -0.63 -3.70
10 C 3.30 -1.06 -3.11
11 C 1.30 -2.77 -1.25
12 C 0.33 -3.64 -1.74
13 C 0.54 -5.01 -1.66
14 C 1.70 -5.52 -1.09
15 C 2.67 -4.65 -0.60
16 C 2.47 -3.28 -0.68
17 As -1.36 -0.42 1.27
18 C -1.10 1.50 1.61
19 C -0.14 2.02 2.48
20 C -0.03 3.39 2.66
21 C -0.87 4.26 1.98
22 C -1.83 3.75 1.11
23 C -1.94 2.38 0.93
24 C -2.03 -0.90 3.03
25 C -2.88 -0.06 3.73
26 C -3.40 -0.44 4.96
27 C -3.08 -1.69 5.50
28 C -2.24 -2.54 4.79
29 C -1.72 -2.15 3.56
30 H 0.79 -0.83 2.56
31 H 0.48 -2.11 1.41
32 H 2.48 -0.71 0.72
33 H 1.42 0.68 0.62
34 H 2.79 1.55 -1.01
35 H 4.88 2.30 -2.06
36 H 5.98 0.91 -3.78
37 H 4.96 -1.25 -4.45
38 H 2.86 -2.01 -3.40
39 H -0.59 -3.25 -2.15
40 H -0.23 -5.69 -2.03
41 H 1.85 -6.59 -1.02
42 H 3.58 -5.04 -0.15
43 H 3.24 -2.61 -0.31
44 H 0.51 1.35 3.03
45 H 0.72 3.78 3.35
46 H -0.78 5.33 2.12
47 H -2.50 4.43 0.59
48 H -2.68 1.98 0.25
49 H -3.13 0.92 3.33
50 H -4.05 0.23 5.50
51 H -3.48 -1.99 6.46
52 H -1.98 -3.51 5.20
53 H -1.08 -2.83 3.02
54 Se -3.18 -1.64 -2.18
55 C -3.78 2.17 -2.41
56 C -2.34 2.52 -2.37
57 N -1.31 1.72 -2.17
58 C -0.17 2.51 -2.22
59 C -0.51 3.79 -2.46
60 N -1.89 3.78 -2.55
61 H -3.89 1.10 -2.24
62 H -4.21 2.41 -3.38
63 H -4.34 2.72 -1.64
64 H 0.81 2.09 -2.11
65 H 0.08 4.69 -2.57
66 H -2.48 4.57 -2.72

Below is C7H3CrF18NO20S6 as an isolated structure at a distorted geometry, with properties calculated with ωB97M-V/def2-TZVPD.

- 2S+1 = 5
- E_HOMO (alpha / beta) (Eh) = -0.02814 / -0.01576
- ΔE to the lowest compared entry with this formula, charge and spin (kJ/mol) = 488.82
- E_tot (eV) = -192081.875
- charge = -4

Positions of all 56 atoms, in Å:
1 Cr 0.54 0.03 -0.28
2 C -5.99 -2.22 -0.56
3 F -5.19 -3.23 -1.02
4 F -6.55 -1.63 -1.61
5 F -6.96 -2.68 0.28
6 S -4.83 -0.92 0.29
7 O -3.51 -0.87 -0.37
8 O -5.55 0.39 0.02
9 O -4.73 -1.25 1.73
10 C 3.69 -5.51 1.48
11 F 4.35 -6.67 1.29
12 F 2.35 -5.78 1.46
13 F 3.91 -4.95 2.69
14 S 4.13 -4.16 0.22
15 O 3.15 -3.11 0.43
16 O 5.56 -3.74 0.41
17 O 3.94 -4.87 -1.11
18 C 6.41 3.56 -0.34
19 F 6.66 3.40 0.94
20 F 7.04 4.64 -0.82
21 F 6.82 2.44 -0.98
22 S 4.48 3.77 -0.67
23 O 4.24 4.30 -2.07
24 O 3.88 2.44 -0.47
25 O 3.90 4.76 0.30
26 C -1.36 -2.50 -6.19
27 F -2.32 -1.88 -5.57
28 F -1.45 -3.80 -6.24
29 F -1.43 -1.97 -7.42
30 S 0.39 -2.03 -5.50
31 O 1.18 -3.30 -5.52
32 O 0.94 -0.99 -6.38
33 O 0.26 -1.55 -4.09
34 C -1.79 2.80 5.63
35 F -2.31 3.86 6.36
36 F -0.61 2.61 6.13
37 F -2.61 1.68 5.70
38 S -1.57 3.32 3.73
39 O -0.71 4.52 3.60
40 O -0.90 2.21 3.02
41 O -2.91 3.56 3.11
42 C -1.20 5.32 -4.26
43 F -2.43 5.38 -4.86
44 F -0.38 4.44 -4.89
45 F -0.58 6.52 -4.38
46 S -1.44 4.93 -2.40
47 O -2.87 5.10 -1.99
48 O -0.93 3.56 -2.19
49 O -0.59 5.87 -1.66
50 C -0.96 -4.21 5.18
51 N -0.11 -3.05 4.78
52 O -0.26 -2.67 3.60
53 O 0.62 -2.51 5.62
54 H -1.83 -3.89 5.75
55 H -0.28 -4.78 5.81
56 H -1.32 -4.70 4.28

Below is a 2-piece molecular cluster, C5H13N2S overall at a distorted geometry, with properties calculated with ωB97M-V/def2-TZVPD.

- 2S+1 = 1
- E_HOMO (alpha / beta) (Eh) = -0.45547 / -0.45546
- ΔE to the lowest compared entry with this formula, charge and spin (kJ/mol) = 281.16
- E_tot (eV) = -19201.956
- charge = +1

Positions of all 21 atoms, in Å:
1 C -4.17 0.18 -0.45
2 C -2.95 -0.28 0.36
3 C 1.24 -1.29 -0.99
4 C 2.93 1.42 0.19
5 C 1.41 -0.53 0.26
6 N 1.40 -0.87 1.46
7 N 1.48 1.00 0.33
8 S -1.40 0.43 0.39
9 H -4.91 0.09 0.36
10 H -4.45 -0.51 -1.19
11 H -3.10 -1.10 0.91
12 H 1.01 -2.33 -0.82
13 H 2.20 -1.07 -1.50
14 H 0.33 -1.10 -1.46
15 H 3.46 0.52 0.28
16 H 3.05 1.59 -0.84
17 H 3.17 2.12 0.98
18 H 1.37 -1.83 1.68
19 H -4.12 1.16 -0.97
20 H 1.27 1.03 1.38
21 H 0.76 1.37 -0.35

Below is C17H39N4O10S2 as an isolated structure at a distorted geometry, with properties calculated with ωB97M-V/def2-TZVPD.

- 2S+1 = 1
- E_HOMO (Eh) = -0.23079
- E_tot (eV) = -66365.647
- charge = -1

Positions of all 72 atoms, in Å:
1 N 6.17 -0.13 -3.80
2 C 6.86 0.54 -2.97
3 C 7.36 1.94 -3.21
4 S 6.23 3.15 -3.93
5 O 7.10 4.01 -4.72
6 O 5.22 2.45 -4.69
7 N 5.70 4.01 -2.70
8 S 4.59 3.40 -1.73
9 O 4.62 4.15 -0.49
10 O 4.67 1.96 -1.59
11 C 3.00 3.80 -2.44
12 C 2.47 2.83 -3.50
13 C 2.19 1.44 -2.97
14 O 1.29 1.21 -2.22
15 O 3.03 0.45 -3.36
16 H 5.96 -1.05 -3.41
17 H 7.16 0.11 -2.01
18 H 8.20 1.88 -3.91
19 H 7.73 2.37 -2.28
20 H 3.13 4.78 -2.90
21 H 2.27 3.91 -1.64
22 H 1.50 3.21 -3.82
23 H 3.11 2.81 -4.38
24 H 3.26 0.55 -4.29
25 C 1.18 3.02 2.39
26 O 0.65 2.73 1.12
27 C 0.36 1.36 0.87
28 C -1.12 1.04 0.97
29 N -1.62 1.09 2.35
30 C -3.07 1.22 2.50
31 C -3.83 2.26 1.69
32 O -3.67 3.61 2.10
33 C -2.42 4.19 1.79
34 H 1.64 4.01 2.33
35 H 0.42 3.05 3.18
36 H 1.95 2.29 2.68
37 H 0.96 0.71 1.51
38 H 0.66 1.17 -0.16
39 H -1.28 0.04 0.57
40 H -1.64 1.75 0.32
41 H -1.17 1.85 2.85
42 H -3.25 1.42 3.56
43 H -3.52 0.24 2.28
44 H -4.90 2.05 1.85
45 H -3.66 2.17 0.61
46 H -2.07 3.92 0.79
47 H -1.66 3.92 2.53
48 H -2.55 5.27 1.84
49 C -5.13 -6.52 1.87
50 O -5.04 -5.81 0.65
51 C -5.42 -4.44 0.72
52 C -4.25 -3.49 0.78
53 N -3.56 -3.53 2.06
54 C -2.23 -2.93 2.10
55 C -1.19 -3.28 1.05
56 O -0.61 -4.57 1.14
57 C -1.45 -5.64 0.78
58 H -5.11 -7.58 1.62
59 H -4.28 -6.33 2.54
60 H -6.06 -6.30 2.40
61 H -6.12 -4.28 1.54
62 H -5.96 -4.24 -0.21
63 H -4.64 -2.47 0.62
64 H -3.59 -3.72 -0.06
65 H -3.52 -4.48 2.40
66 H -1.80 -3.18 3.08
67 H -2.35 -1.84 2.10
68 H -0.35 -2.59 1.20
69 H -1.55 -3.10 0.03
70 H -2.04 -5.41 -0.12
71 H -2.13 -5.92 1.59
72 H -0.82 -6.50 0.57

Below is C16H27N2Tl as an isolated structure at a distorted geometry, with properties calculated with ωB97M-V/def2-TZVPD.

- 2S+1 = 1
- E_HOMO (alpha / beta) (Eh) = -0.57117 / -0.57067
- ΔE to the lowest compared entry with this formula, charge and spin (kJ/mol) = 44.98
- E_tot (eV) = -24685.323
- charge = +2

Positions of all 46 atoms, in Å:
1 C -2.87 0.54 -0.89
2 H -3.71 1.20 -0.65
3 H -2.05 1.11 -1.35
4 H -2.58 -0.10 0.15
5 C -3.26 -0.56 -1.90
6 H -2.35 -0.99 -2.31
7 H -3.73 -1.40 -1.39
8 C -4.13 -0.10 -3.06
9 H -4.34 -0.93 -3.75
10 H -5.09 0.30 -2.70
11 H -3.65 0.70 -3.64
12 C 2.34 -0.02 0.53
13 C 2.07 -0.46 -0.79
14 C 1.49 0.61 -1.51
15 C 1.39 1.72 -0.63
16 C 1.91 1.32 0.64
17 C 2.09 2.20 1.83
18 C 0.92 3.07 -1.00
19 C 1.16 0.64 -2.94
20 C 2.46 -1.78 -1.34
21 C 3.04 -0.81 1.57
22 Tl -1.43 1.04 0.99
23 H 0.75 3.71 -0.12
24 H 1.66 3.58 -1.63
25 H -0.02 3.03 -1.58
26 H 1.38 3.04 1.83
27 H 1.95 1.63 2.77
28 H 3.11 2.62 1.85
29 H 2.63 -1.83 1.63
30 H 4.12 -0.89 1.35
31 H 2.94 -0.34 2.56
32 H 1.91 -1.99 -2.27
33 H 3.53 -1.81 -1.58
34 H 2.25 -2.58 -0.63
35 H 0.18 1.08 -3.12
36 H 1.89 1.22 -3.52
37 H 1.16 -0.37 -3.36
38 N -0.55 -0.82 3.31
39 C -0.69 -1.76 4.27
40 C -1.31 -2.84 3.65
41 C -1.51 -2.48 2.31
42 N -1.01 -1.23 2.09
43 H -0.12 0.10 3.41
44 H -0.36 -1.60 5.29
45 H -1.60 -3.77 4.12
46 H -1.97 -3.04 1.51

Below is one molecule with the formula C5H8FNO at a distorted geometry, with properties calculated with ωB97M-V/def2-TZVPD.

- 2S+1 = 1
- SMILES = CC(=O)N/C(C)=C\F
- E_HOMO (Eh) = -0.31127
- ΔE to the lowest compared entry with this formula, charge and spin (kJ/mol) = 335.16
- E_tot (eV) = -11566.946
- charge = 0

Positions of all 16 atoms, in Å:
1 C 1.37 2.27 0.61
2 C 0.99 0.78 0.83
3 C -0.45 -0.86 -0.44
4 C -1.85 -0.98 -0.92
5 C 0.17 -2.00 -0.01
6 H 1.87 2.64 1.61
7 H 1.93 2.17 -0.34
8 H 0.37 2.89 0.44
9 H 0.15 0.97 -0.92
10 H -2.10 -0.60 -1.77
11 H -2.57 -1.96 -0.73
12 H -2.35 -0.42 -0.11
13 H -0.44 -2.90 -0.05
14 N 0.24 0.23 -0.29
15 O 1.16 0.17 1.88
16 F 1.53 -2.40 0.20

Below is one molecule with the formula C3H7N at a distorted geometry, with properties calculated with ωB97M-V/def2-TZVPD.

- 2S+1 = 1
- SMILES = NC1CC1
- E_HOMO (Eh) = -0.34263
- ΔE to the lowest compared entry with this formula, charge and spin (kJ/mol) = 54.31
- E_tot (eV) = -4713.594
- charge = 0

Positions of all 11 atoms, in Å:
1 C -0.27 -0.03 0.44
2 C 0.87 0.77 -0.15
3 C 0.93 -0.71 -0.22
4 H -2.07 -0.83 -0.03
5 H -2.06 0.83 -0.06
6 H -0.33 -0.15 1.54
7 H 0.57 1.29 -1.06
8 H 1.55 1.28 0.50
9 H 1.59 -1.23 0.45
10 H 0.73 -1.23 -1.14
11 N -1.52 0.00 -0.28

Below is an isolated ion of composition C12H13N4O8 and charge -1 at a distorted geometry, with properties calculated with ωB97M-V/def2-TZVPD.

- 2S+1 = 1
- E_HOMO (Eh) = -0.17042
- ΔE to the lowest compared entry with this formula, charge and spin (kJ/mol) = 24.34
- E_tot (eV) = -34988.759
- charge = -1

Positions of all 37 atoms, in Å:
1 O -3.19 -0.51 -0.91
2 N -2.79 -1.47 -0.22
3 C -1.41 -1.69 0.01
4 C -0.33 -0.68 -0.56
5 C 0.79 -1.57 -0.64
6 N 2.03 -1.13 -1.16
7 O 2.35 -0.25 -1.90
8 O 3.00 -1.90 -0.44
9 N 2.43 -2.79 0.47
10 C 1.05 -2.65 0.20
11 N 0.15 -3.35 0.80
12 C -1.10 -2.93 0.57
13 O -3.63 -2.22 0.33
14 H -0.70 -0.30 -1.57
15 H -1.89 -3.56 0.93
16 H -0.63 0.76 0.79
17 C 0.03 0.69 -0.03
18 C 1.42 0.88 0.53
19 O 2.22 1.83 0.36
20 O 1.65 -0.05 1.49
21 C 2.92 0.05 2.17
22 C 2.84 -1.11 3.11
23 C -0.27 1.87 -0.99
24 O 0.45 2.76 -1.41
25 O -1.64 1.92 -1.11
26 C -2.07 2.96 -2.02
27 C -3.57 2.77 -2.08
28 H 3.73 -0.07 1.44
29 H 3.02 1.02 2.69
30 H 3.73 -1.18 3.72
31 H 1.96 -0.99 3.75
32 H 2.77 -2.06 2.56
33 H -1.82 3.96 -1.62
34 H -1.62 2.82 -3.02
35 H -4.00 3.35 -2.89
36 H -3.83 1.71 -2.23
37 H -4.03 3.12 -1.14